[1]
Below is C32H38BF6N2S5Y as an isolated structure, with properties calculated with ωB97M-V with the def2-TZVPD basis set.

```
85
Properties=species:S:1:pos:R:3:forces:R:3
Y -0.2226 -0.5755 1.3000 0.1 0.0 0.0
C -0.9168 1.4788 5.8771 0.0 0.0 0.0
C -1.7595 1.6142 4.6147 0.0 0.0 0.0
S -0.9007 1.7467 3.0111 -0.1 0.0 0.0
C 0.6604 2.5735 3.3629 0.0 0.0 0.0
C 1.8057 1.7320 3.9351 0.0 0.0 0.0
S 1.9582 0.0404 3.2939 0.0 0.0 0.0
C 1.5631 -0.9509 4.7605 0.0 0.0 -0.1
C 0.0905 -1.1343 5.1115 0.0 0.0 0.0
S -0.5620 -0.1823 6.4997 0.0 0.0 0.0
H -1.4997 1.8998 6.6994 0.0 0.0 0.0
H -0.0158 2.0871 5.8205 0.0 0.0 0.0
H -2.3554 2.5241 4.6867 0.0 0.0 0.0
H -2.4415 0.7745 4.4915 0.0 0.0 0.0
H 0.4740 3.4374 4.0038 0.0 0.0 0.0
H 0.9566 2.9724 2.3913 0.0 0.0 0.0
H 1.7380 1.6383 5.0164 0.0 0.0 0.0
H 2.7459 2.2400 3.7176 0.0 0.0 0.0
H 2.1329 -0.5438 5.5961 0.0 0.0 0.0
H 1.9896 -1.9233 4.5173 0.0 0.0 0.0
H -0.0578 -2.1657 5.4418 0.0 0.0 0.0
H -0.5691 -1.0188 4.2541 0.0 0.0 0.0
S -2.1703 0.0253 -0.8169 0.1 0.0 0.0
C -1.0349 0.5099 -1.9542 -0.1 0.0 0.1
N -0.8174 -0.0893 -3.1046 0.1 0.0 -0.1
C 0.0255 0.5405 -4.1204 0.0 0.0 0.0
C -0.2150 2.0280 -4.0845 0.0 0.0 0.0
N 0.0636 2.5188 -2.7359 -0.1 0.0 -0.1
C 0.7115 3.8234 -2.6376 0.1 0.0 0.0
C 2.1474 3.7906 -3.1079 0.0 0.0 0.0
C 2.9890 2.7489 -2.7320 0.0 0.0 0.0
C 4.3103 2.7379 -3.1541 0.0 0.0 0.0
C 4.8015 3.7672 -3.9458 0.0 0.0 0.0
C 3.9645 4.8083 -4.3203 0.0 0.0 0.0
C 2.6399 4.8157 -3.9067 0.0 0.0 0.0
C -0.2107 1.7589 -1.6833 0.0 0.0 0.1
S 0.2981 2.0919 -0.1393 0.0 0.0 0.0
C -1.3493 -1.4117 -3.4395 0.0 0.0 0.0
C -2.3929 -1.3290 -4.5244 0.0 0.0 0.0
C -2.2276 -2.0182 -5.7180 0.0 0.0 0.0
C -3.1915 -1.9390 -6.7156 0.0 0.0 0.0
C -4.3227 -1.1621 -6.5248 0.0 0.0 0.0
C -4.4919 -0.4672 -5.3327 0.0 0.0 0.0
C -3.5335 -0.5509 -4.3362 0.0 0.0 0.0
H -0.2708 0.1411 -5.0895 0.0 0.0 0.0
H 1.0731 0.3002 -3.9296 0.0 0.0 0.0
H -1.2433 2.2661 -4.3729 0.0 0.0 0.0
H 0.4688 2.5317 -4.7664 0.0 0.0 0.0
H 0.6492 4.1471 -1.6005 0.0 0.0 0.0
H 0.1333 4.5213 -3.2477 0.0 0.0 0.0
H 2.6208 1.9419 -2.1112 0.0 0.0 0.0
H 4.9554 1.9205 -2.8593 0.0 0.0 0.0
H 5.8332 3.7557 -4.2721 0.0 0.0 0.0
H 4.3391 5.6115 -4.9413 0.0 0.0 0.0
H 1.9845 5.6254 -4.2082 0.0 0.0 0.0
H -1.7513 -1.8428 -2.5259 0.0 0.0 0.0
H -0.5016 -2.0185 -3.7647 0.0 0.0 0.0
H -1.3417 -2.6252 -5.8673 0.0 0.0 0.0
H -3.0551 -2.4835 -7.6408 0.0 0.0 0.0
H -5.0743 -1.0984 -7.3006 0.0 0.0 0.0
H -5.3784 0.1339 -5.1771 0.0 0.0 0.0
H -3.6713 -0.0232 -3.3992 0.0 0.0 0.0
F -2.6160 -1.2987 3.5458 0.0 0.0 0.0
C -2.5178 -0.9595 2.1791 0.0 0.0 -0.1
F -3.2879 0.2296 2.0961 0.0 0.0 0.0
H -3.1537 -1.7078 1.6832 0.0 0.0 0.0
C 0.2535 -2.8889 1.7466 0.0 0.0 0.0
C 0.1464 -3.6883 2.9835 0.1 0.0 -0.1
C -1.0885 -4.0272 3.5516 0.0 0.0 0.0
C -1.1727 -4.7166 4.7501 0.0 0.0 0.0
C -0.0231 -5.1008 5.4307 0.0 0.0 0.0
C 1.2125 -4.8044 4.8694 0.0 0.0 0.0
C 1.2923 -4.1221 3.6644 0.0 0.0 0.0
H -0.5385 -3.1849 1.0341 0.0 0.0 0.0
H 1.2056 -3.0820 1.2396 0.0 0.0 0.0
H -1.9992 -3.7207 3.0523 0.0 0.0 0.0
H -2.1476 -4.9503 5.1608 0.0 0.0 0.0
H -0.0896 -5.6356 6.3691 0.0 0.0 0.0
H 2.1224 -5.1182 5.3680 0.0 0.0 0.0
H 2.2651 -3.9150 3.2282 0.0 0.0 0.0
F 0.5604 -1.4704 -0.7825 -0.1 0.0 0.0
B 1.9721 -1.0938 -0.8742 0.0 0.1 0.0
F 2.1614 -0.3550 0.3312 0.1 -0.1 0.0
F 2.7602 -2.1964 -0.9399 0.0 0.0 0.0
F 2.1053 -0.2606 -1.9812 0.0 0.0 0.0
```
Positions in Å, forces in eV/Å.

Charge ... 0
Spin multiplicity ... 1
Highest occupied orbital energy ... -6.83 eV
Electronic energy ... -4005.3174 a.u.
LUMO energy ... -1.03 eV

These are the Mulliken partial charges, in e, on atoms 1 to 4: -0.017, -0.686, -0.843, 0.329

---

[2]
Below is C32H38Cl5N3ORbS as an isolated structure in a non-equilibrium geometry, with properties calculated with ωB97M-V with the def2-TZVPD basis set.

```
81
Properties=species:S:1:pos:R:3:forces:R:3
Rb -0.4094 1.3218 -0.6761 1.0 -0.2 1.2
C 2.8941 1.3655 -0.2658 -0.2 0.3 0.1
C 2.4961 1.1567 1.0874 -0.1 -0.2 -0.3
C 2.2836 -0.2590 1.2178 -0.1 0.0 0.1
C 2.5175 -0.8347 -0.0545 0.0 0.0 0.0
C 2.8960 0.1552 -0.9658 0.0 0.1 -0.2
C 3.3491 -0.0302 -2.4020 0.0 0.0 0.1
C 2.7561 1.0632 -3.2995 0.0 0.0 0.0
C 4.8826 0.0547 -2.4642 0.0 0.0 -0.1
C 2.9111 -1.3896 -2.9460 0.0 0.0 0.0
C 1.9306 -1.1612 2.4098 0.0 0.0 0.0
C 0.4582 -1.0332 2.8180 0.0 -0.1 0.0
C 2.8388 -0.9127 3.6234 0.0 0.0 0.0
C 2.1317 -2.6401 2.0393 0.0 0.0 0.0
C 2.4569 2.3272 2.0751 0.1 0.0 0.0
C 2.2869 3.6555 1.3178 0.0 0.0 0.0
C 3.7915 2.4324 2.8375 0.0 0.0 0.0
C 1.3045 2.2800 3.0863 0.0 0.0 0.0
H 3.1947 2.3106 -0.7006 -0.1 0.0 0.1
H 2.4313 -1.8831 -0.2937 0.0 0.0 0.0
H 3.0556 2.0563 -2.9583 0.0 0.0 0.0
H 1.6642 1.0114 -3.2948 0.0 0.0 0.0
H 3.0966 0.9432 -4.3339 0.0 0.0 0.0
H 5.2254 1.0262 -2.1023 0.0 0.0 0.0
H 5.2473 -0.0851 -3.4890 0.0 0.0 0.0
H 5.3255 -0.7155 -1.8296 0.0 0.0 0.0
H 1.8286 -1.5028 -2.8756 0.0 0.0 0.0
H 3.3762 -2.2044 -2.3863 0.0 0.0 0.0
H 3.2032 -1.4908 -3.9964 0.0 0.0 0.0
H 0.2259 -0.0414 3.1921 0.0 0.0 0.0
H 0.2030 -1.7568 3.6021 0.0 0.0 0.0
H -0.1844 -1.2268 1.9574 0.0 0.0 0.0
H 2.6685 0.0543 4.0905 0.0 0.0 0.0
H 3.8865 -0.9599 3.3186 0.0 0.0 0.0
H 2.6688 -1.6793 4.3875 0.0 0.0 0.0
H 1.4495 -2.9499 1.2465 0.0 0.0 0.0
H 1.9307 -3.2626 2.9166 0.0 0.0 0.0
H 3.1547 -2.8293 1.7095 0.0 0.0 0.0
H 3.1480 3.8728 0.6870 0.0 0.0 0.0
H 2.1816 4.4785 2.0314 0.0 0.0 0.0
H 1.3980 3.6423 0.6816 0.0 0.0 0.0
H 4.6087 2.5375 2.1218 0.0 0.0 0.0
H 3.9834 1.5395 3.4297 0.0 0.0 0.0
H 3.7995 3.3010 3.5076 0.0 0.0 0.0
H 0.3429 2.1742 2.5749 0.0 0.0 0.0
H 1.2791 3.2103 3.6634 0.0 0.0 0.0
H 1.4005 1.4633 3.7955 0.0 0.0 0.0
C -3.4845 -4.6217 -2.9679 0.0 -0.1 0.0
N -3.2753 -3.2603 -2.5586 1.0 0.2 0.3
C -4.2433 -2.4244 -2.0500 1.8 -3.1 -1.9
C -3.5772 -0.7522 0.0101 0.6 -0.4 -0.6
N -2.1788 -1.4751 -1.8770 5.6 0.9 0.9
C -1.7848 -2.6414 -2.2365 -3.8 -1.0 -0.2
S -0.3644 -3.3906 -2.2701 -0.1 -0.5 -0.3
C -3.6825 -0.5557 1.3970 0.7 0.2 -0.3
C -4.7502 -1.0225 2.1885 0.1 0.0 0.0
C -4.7006 -0.8185 3.5497 0.0 0.0 0.0
C -3.5993 -0.1770 4.1061 0.0 0.0 0.0
C -2.6019 0.2603 3.2483 0.0 0.1 -0.1
N -2.6223 0.1098 1.9274 -0.3 0.1 0.4
H -4.3694 -5.0474 -2.4902 0.0 0.0 0.0
H -2.6103 -5.2036 -2.6721 0.0 0.0 0.0
H -3.6028 -4.7050 -4.0512 0.0 0.0 0.0
H -5.2569 -2.7834 -1.9817 -0.2 0.7 0.3
H -4.8363 -0.6614 -1.3854 -0.5 0.0 0.6
H -5.5755 -1.5313 1.7106 0.0 0.0 0.0
H -5.5153 -1.1575 4.1787 0.0 0.0 0.0
H -3.5102 -0.0179 5.1715 0.0 0.0 0.0
H -1.7349 0.7765 3.6459 0.0 0.0 0.0
Cl -6.0444 3.5488 -3.1951 0.0 0.0 0.0
C -4.6074 2.5889 -3.0546 -0.2 -0.1 -0.1
C -3.3778 3.1403 -3.4103 0.2 0.0 0.0
Cl -3.3050 4.7809 -3.9298 0.0 0.0 0.0
C -2.2167 2.4024 -3.3186 -0.4 0.5 -0.1
Cl -0.6714 3.1306 -3.5944 0.0 -0.1 -0.1
C -2.2311 1.0365 -2.9393 -1.6 -2.0 1.0
O -1.2222 0.3381 -2.8649 1.0 1.0 -1.7
C -3.5776 0.4536 -2.4033 3.1 3.1 -2.8
Cl -3.5237 -1.0170 -1.5211 -6.8 0.9 2.9
C -4.6721 1.2846 -2.5568 -0.6 -0.2 0.8
Cl -6.2431 0.8270 -1.8966 0.0 -0.1 -0.2
```
Positions in Å, forces in eV/Å.

Charge ... -1
Spin multiplicity ... 1
Highest occupied orbital energy (alpha / beta) ... -3.43 / -3.43 eV
Electronic energy ... -4204.3131 a.u.
LUMO energy (alpha / beta) ... 1.29 / 1.73 eV

These are the Mulliken partial charges, in e, on atoms 1 to 4: 0.752, -0.717, -0.299, 0.164

---

Q: What is the charge in the first record?
A: 0